Entry 1:
{
  "formula": "C40H39GeN3O3PtS",
  "method": "ωB97M-V with the def2-TZVPD basis set",
  "gap_ev": 5.6710,
  "largest_force_ev_per_a": 0.46,
  "relative_energy_ev": 1.5087,
  "homo_energy_ev": -1.767,
  "charge": -2,
  "lumo_ev": 3.904,
  "elements": ["Pt", "C", "C", "C", "C", "C", "C", "C", "C", "C", "C", "N", "C", "C", "C", "C", "C", "N", "H", "H", "H", "H", "H", "H", "H", "H", "H", "H", "H", "H", "H", "H", "H", "H", "H", "N", "C", "C", "C", "C", "C", "C", "S", "O", "O", "O", "H", "H", "H", "H", "H", "H", "C", "Ge", "C", "C", "C", "C", "C", "C", "C", "C", "C", "C", "C", "C", "C", "C", "C", "C", "C", "C", "H", "H", "H", "H", "H", "H", "H", "H", "H", "H", "H", "H", "H", "H", "H", "H"],
  "positions_angstrom": [[0.373, -0.305, 0.229], [3.355, -2.249, -1.151], [3.552, -0.764, -1.458], [4.070, -0.008, -0.259], [5.396, -0.191, 0.126], [5.937, 0.492, 1.201], [5.118, 1.338, 1.936], [3.779, 1.523, 1.606], [2.900, 2.302, 2.559], [1.857, 1.433, 3.264], [3.243, 0.883, 0.453], [1.942, 1.161, 0.028], [1.819, 2.499, -0.480], [-0.424, 2.427, -1.298], [-1.772, 3.039, -1.511], [-2.674, 2.057, -1.534], [-1.967, 0.817, -1.225], [-0.710, 0.992, -1.026], [3.058, -2.812, -2.040], [2.568, -2.344, -0.401], [4.272, -2.689, -0.747], [2.600, -0.326, -1.759], [4.257, -0.651, -2.290], [6.018, -0.870, -0.453], [6.978, 0.358, 1.474], [5.512, 1.842, 2.814], [2.398, 3.139, 2.071], [3.548, 2.747, 3.322], [1.260, 0.874, 2.542], [1.187, 2.057, 3.859], [2.346, 0.715, 3.928], [2.500, 3.194, 0.024], [-1.927, 4.095, -1.671], [-3.736, 2.138, -1.709], [-2.412, -0.166, -1.128], [0.475, 3.056, -0.415], [-0.016, 3.669, 0.774], [0.409, 4.961, 1.078], [-0.097, 5.628, 2.181], [-1.058, 5.024, 2.985], [-1.461, 3.728, 2.704], [-0.932, 3.044, 1.612], [-1.801, 5.968, 4.321], [-2.487, 4.982, 5.143], [-0.675, 6.624, 4.975], [-2.696, 6.894, 3.633], [2.087, 2.559, -1.561], [0.054, 2.387, -2.295], [1.132, 5.440, 0.425], [0.230, 6.632, 2.419], [-2.183, 3.258, 3.359], [-1.212, 2.015, 1.416], [-0.066, -1.778, 1.273], [-0.048, -3.628, 0.729], [0.350, -3.929, -1.181], [0.103, -2.947, -2.141], [0.352, -3.183, -3.486], [0.851, -4.410, -3.903], [1.095, -5.403, -2.963], [0.839, -5.160, -1.618], [-1.853, -4.408, 0.978], [-2.952, -3.548, 0.979], [-4.249, -4.035, 1.079], [-4.471, -5.402, 1.186], [-3.390, -6.274, 1.193], [-2.096, -5.778, 1.087], [1.187, -4.821, 1.715], [2.515, -4.987, 1.315], [3.402, -5.757, 2.058], [2.979, -6.378, 3.225], [1.666, -6.219, 3.644], [0.785, -5.448, 2.896], [-0.498, -1.665, 2.277], [-0.231, -1.966, -1.812], [0.171, -2.397, -4.211], [1.055, -4.590, -4.952], [1.490, -6.363, -3.274], [1.042, -5.944, -0.896], [-2.781, -2.478, 0.916], [-5.087, -3.347, 1.081], [-5.481, -5.785, 1.269], [-3.556, -7.342, 1.279], [-1.262, -6.472, 1.091], [2.869, -4.502, 0.412], [4.429, -5.861, 1.727], [3.671, -6.974, 3.808], [1.326, -6.691, 4.560], [-0.236, -5.330, 3.243]]
}

Entry 2:
{
  "formula": "C40H40AsCoN6OPS2",
  "method": "ωB97M-V with the def2-TZVPD basis set",
  "gap_ev": [7.9857, 5.4860],
  "spin_multiplicity": 5,
  "largest_force_ev_per_a": 1.28,
  "homo_energy_ev": [-10.718, -10.928],
  "charge": 1,
  "lumo_ev": [-2.733, -5.442],
  "elements": ["Co", "S", "C", "C", "C", "C", "N", "C", "C", "C", "S", "C", "N", "H", "H", "O", "C", "C", "C", "C", "C", "C", "C", "C", "N", "H", "H", "H", "H", "H", "H", "H", "H", "H", "H", "H", "C", "C", "C", "C", "C", "C", "As", "C", "C", "C", "C", "C", "C", "C", "C", "C", "C", "C", "C", "H", "H", "H", "H", "H", "H", "H", "H", "H", "H", "H", "H", "H", "H", "H", "C", "N", "C", "N", "C", "N", "C", "P", "C", "C", "H", "H", "H", "H", "H", "H", "H", "H", "H", "H", "H", "H"],
  "positions_angstrom": [[0.062, 0.658, 0.085], [-0.413, 2.399, 1.942], [-1.355, 1.540, 3.057], [-1.736, 2.238, 4.226], [-2.377, 1.598, 5.267], [-2.719, 2.308, 6.451], [-2.953, 2.913, 7.398], [-2.750, 0.222, 5.113], [-2.450, -0.444, 3.929], [-1.759, 0.187, 2.884], [-1.421, -0.677, 1.455], [-3.438, -0.463, 6.157], [-4.020, -0.991, 7.003], [-1.539, 3.308, 4.315], [-2.875, -1.445, 3.798], [1.622, 0.925, -1.470], [2.520, 2.006, -1.346], [1.716, 3.268, -1.179], [0.725, 3.477, -2.338], [-0.712, 3.189, -1.979], [-1.693, 4.016, -2.487], [-3.019, 3.858, -2.176], [-3.379, 2.793, -1.374], [-2.362, 1.998, -0.904], [-1.063, 2.174, -1.161], [2.067, 0.133, -1.772], [3.157, 2.047, -2.242], [3.233, 1.883, -0.545], [2.433, 4.092, -1.138], [1.158, 3.195, -0.229], [1.028, 2.842, -3.181], [0.803, 4.531, -2.638], [-1.388, 4.806, -3.150], [-3.727, 4.597, -2.557], [-4.384, 2.611, -1.053], [-2.610, 1.109, -0.315], [-5.009, -0.105, -3.068], [-4.765, -0.762, -1.856], [-3.479, -1.184, -1.541], [-2.444, -1.005, -2.478], [-2.735, -0.443, -3.705], [-4.020, 0.016, -4.003], [-0.643, -1.414, -1.865], [-0.773, -3.250, -1.263], [0.021, -3.607, -0.188], [-0.032, -4.902, 0.323], [-0.831, -5.845, -0.297], [-1.609, -5.490, -1.384], [-1.609, -4.175, -1.851], [0.382, -1.505, -3.516], [0.550, -0.343, -4.260], [1.240, -0.365, -5.465], [1.787, -1.573, -5.928], [1.641, -2.725, -5.181], [0.981, -2.670, -3.960], [-5.971, 0.332, -3.256], [-5.535, -0.913, -1.100], [-3.247, -1.594, -0.560], [-1.938, -0.346, -4.472], [-4.253, 0.433, -4.960], [0.658, -2.872, 0.287], [0.560, -5.159, 1.185], [-0.910, -6.858, 0.077], [-2.224, -6.244, -1.864], [-2.210, -3.905, -2.712], [0.136, 0.581, -3.884], [1.345, 0.524, -6.065], [2.267, -1.612, -6.891], [2.047, -3.664, -5.547], [0.880, -3.555, -3.360], [5.020, 0.675, 3.011], [4.601, -0.636, 2.519], [3.933, -1.340, 3.637], [2.786, -0.589, 4.185], [3.243, 0.757, 4.570], [3.902, 1.500, 3.477], [2.943, 1.840, 2.433], [2.156, 0.361, 1.622], [3.759, -0.536, 1.311], [1.698, -0.507, 3.201], [5.534, 1.204, 2.240], [5.693, 0.547, 3.860], [4.672, -1.510, 4.426], [3.539, -2.280, 3.269], [3.931, 0.665, 5.402], [2.370, 1.310, 4.915], [3.457, 2.480, 1.705], [2.125, 2.425, 2.828], [4.311, -0.027, 0.546], [3.493, -1.538, 0.997], [1.358, -1.526, 2.979], [0.833, 0.025, 3.626]]
}

Entry 3:
{
  "formula": "C40H40Br2EuN4O3PS",
  "method": "ωB97M-V with the def2-TZVPD basis set",
  "gap_ev": [6.8451, 6.8387],
  "spin_multiplicity": 7,
  "largest_force_ev_per_a": 1.89,
  "relative_energy_ev": 0.0000,
  "homo_energy_ev": [-7.235, -7.201],
  "lumo_ev": [-0.390, -0.362],
  "elements": ["Eu", "Br", "C", "C", "C", "Br", "C", "C", "C", "C", "N", "C", "C", "O", "H", "H", "H", "H", "O", "C", "C", "C", "C", "C", "C", "C", "P", "C", "C", "C", "C", "C", "C", "C", "C", "C", "C", "C", "C", "H", "H", "H", "H", "H", "H", "H", "H", "H", "H", "H", "H", "H", "H", "O", "C", "C", "C", "C", "C", "C", "N", "H", "H", "H", "H", "H", "H", "H", "C", "C", "C", "C", "H", "H", "H", "H", "H", "H", "H", "H", "H", "C", "N", "C", "N", "S", "H", "H", "H", "H", "H", "H"],
  "positions_angstrom": [[-0.422, 0.065, -0.131], [-3.523, -2.867, -3.135], [-4.101, -1.201, -2.465], [-5.270, -0.647, -2.929], [-5.712, 0.567, -2.412], [-7.324, 1.285, -3.093], [-4.994, 1.261, -1.409], [-5.397, 2.470, -0.818], [-4.601, 3.039, 0.168], [-3.412, 2.426, 0.521], [-2.973, 1.289, -0.047], [-3.768, 0.692, -0.965], [-3.294, -0.569, -1.475], [-2.200, -1.066, -1.038], [-5.848, -1.156, -3.686], [-6.323, 2.932, -1.127], [-4.898, 3.953, 0.664], [-2.776, 2.852, 1.286], [-1.265, -0.919, 2.719], [-0.349, -1.318, 1.978], [0.345, -2.570, 2.418], [-0.060, -3.279, 3.550], [0.551, -4.472, 3.882], [1.555, -4.985, 3.063], [1.960, -4.291, 1.937], [1.382, -3.060, 1.624], [1.822, -2.119, 0.099], [3.645, -1.964, 0.114], [4.211, -1.277, -0.966], [5.575, -1.041, -1.027], [6.398, -1.465, 0.008], [5.846, -2.121, 1.096], [4.480, -2.369, 1.154], [1.482, -3.489, -1.080], [0.146, -3.876, -1.203], [-0.206, -4.922, -2.036], [0.774, -5.588, -2.764], [2.099, -5.198, -2.658], [2.456, -4.151, -1.816], [-0.873, -2.879, 4.143], [0.238, -5.019, 4.762], [2.011, -5.939, 3.298], [2.705, -4.723, 1.279], [3.577, -0.933, -1.777], [5.991, -0.514, -1.876], [7.464, -1.276, -0.033], [6.479, -2.444, 1.914], [4.073, -2.861, 2.025], [-0.624, -3.352, -0.645], [-1.244, -5.216, -2.124], [0.498, -6.406, -3.419], [2.863, -5.710, -3.230], [3.493, -3.846, -1.741], [-0.985, 1.546, 2.068], [0.117, 1.880, 2.898], [1.305, 2.285, 2.068], [2.065, 3.397, 2.388], [3.175, 3.702, 1.615], [3.484, 2.888, 0.541], [2.662, 1.808, 0.278], [1.596, 1.502, 1.020], [-1.348, 0.673, 2.403], [0.394, 1.017, 3.509], [-0.152, 2.695, 3.573], [1.793, 4.013, 3.236], [3.775, 4.574, 1.839], [4.320, 3.108, -0.107], [2.864, 1.148, -0.556], [2.167, -0.296, -4.326], [1.229, -0.732, -3.195], [0.099, -1.581, -3.774], [0.664, 0.466, -2.400], [2.556, -1.155, -4.885], [3.020, 0.267, -3.933], [1.632, 0.356, -5.023], [1.815, -1.381, -2.542], [-0.417, -1.023, -4.565], [-0.641, -1.829, -3.013], [0.469, -2.517, -4.205], [-0.044, 0.935, -3.104], [1.469, 1.215, -2.315], [-2.029, 2.759, -3.215], [-0.793, 3.509, -3.082], [-0.086, 3.667, -1.960], [-0.629, 3.076, -0.836], [1.343, 4.520, -1.918], [-2.173, 2.506, -4.262], [-2.896, 3.332, -2.872], [-1.974, 1.827, -2.655], [-0.380, 3.920, -3.900], [-1.636, 3.021, -0.814], [-0.233, 3.442, 0.018]]
}